C30H30F3IN2O2PW | ωB97M-V/def2-TZVPD

## Properties
energy above the lowest of the compared OMol25 structures with the same formula, charge and spin = 20.0 kJ/mol
net charge = +3
total energy = -2425.94726 Eh
maximum force = 0.598 eV Å⁻¹
Kohn-Sham gap (spin up / spin down) = 0.2256 / 0.2245 hartree

Structure (XYZ):
```
70
Properties=species:S:1:pos:R:3:forces:R:3
W 1.850475 -0.223383 0.484644 -0.305 0.058 0.375
I 1.915351 -1.650274 -1.758574 -0.062 0.221 0.299
C 0.030847 -1.593194 -2.751517 0.124 0.077 -0.004
C 0.051154 -2.544766 -3.737942 0.016 -0.029 -0.038
C -1.094969 -2.794312 -4.506345 -0.014 0.014 0.011
C -2.227044 -2.090931 -4.227160 0.011 -0.010 0.003
C -2.256779 -1.106445 -3.210108 -0.019 0.000 -0.004
C -3.480189 -0.420687 -3.000529 -0.005 0.002 -0.004
C -3.590662 0.556398 -2.062372 0.028 -0.032 -0.005
C -2.458074 0.895006 -1.308219 -0.019 0.004 0.013
C -1.233943 0.270282 -1.466351 -0.048 0.105 0.060
P 0.057544 1.071849 -0.483234 0.051 0.121 -0.374
C -0.691927 2.105737 0.771014 0.007 0.059 -0.022
C -1.166610 1.505842 1.940980 0.005 -0.029 0.022
C -1.789210 2.272965 2.909033 -0.001 0.003 -0.009
C -1.935024 3.643159 2.716452 0.002 0.006 -0.008
C -1.472745 4.242034 1.552368 -0.012 -0.002 0.020
C -0.855285 3.478568 0.572806 -0.014 -0.036 -0.013
C 1.132057 2.059202 -1.546355 0.008 0.015 0.064
C 1.137867 1.846955 -2.929903 -0.002 -0.011 -0.001
C 1.988340 2.586460 -3.734499 0.005 0.003 0.004
C 2.833035 3.534979 -3.169793 -0.003 0.002 -0.006
C 2.825019 3.757791 -1.796363 -0.019 -0.007 0.000
C 1.981262 3.023083 -0.982462 -0.034 0.018 -0.012
C -1.099244 -0.793230 -2.428084 0.018 -0.045 -0.039
H 0.943812 -3.125707 -3.938860 0.001 0.003 0.003
H -1.067035 -3.539453 -5.288746 0.002 0.002 -0.003
H -3.134650 -2.268722 -4.789520 0.000 -0.003 0.000
H -4.328057 -0.695416 -3.615424 -0.001 0.008 -0.002
H -4.520953 1.083453 -1.904843 -0.002 -0.001 0.005
H -2.560660 1.694426 -0.588025 -0.005 -0.004 -0.005
H -1.070755 0.433276 2.088251 0.004 0.031 0.006
H -2.165295 1.812471 3.812672 0.001 0.002 0.005
H -2.416902 4.244482 3.475721 0.000 0.000 0.000
H -1.598617 5.305624 1.402199 0.001 0.001 0.002
H -0.518629 3.951539 -0.340442 0.022 -0.006 -0.008
H 0.457756 1.137808 -3.384409 0.005 -0.003 -0.005
H 1.979942 2.437239 -4.805678 0.001 0.001 -0.001
H 3.489027 4.116047 -3.804470 0.002 -0.002 0.000
H 3.465196 4.515744 -1.364680 0.001 0.003 0.002
H 1.969522 3.215411 0.083754 -0.014 0.009 0.005
C -0.370573 -3.574782 0.264332 -0.031 -0.036 0.000
C -0.831023 -2.313150 0.976514 0.058 -0.060 0.031
N -0.534716 -2.367136 2.411505 -0.037 -0.025 -0.023
C -1.536713 -3.116970 3.227126 0.018 0.026 -0.020
C -2.637458 -2.194049 3.720523 0.000 -0.012 0.007
C 0.510530 -1.821053 2.944680 -0.024 0.095 0.036
C 0.817609 -1.974334 4.401301 -0.033 -0.009 -0.028
N 1.397615 -1.073831 2.198815 0.326 -0.083 -0.051
H -0.642095 -3.519621 -0.789843 0.013 0.004 0.003
H -0.863796 -4.453104 0.678577 -0.004 -0.003 0.005
H 0.706431 -3.720395 0.351467 -0.016 -0.013 0.019
H -1.907488 -2.170191 0.873437 0.000 0.014 0.001
H -0.384012 -1.400998 0.552331 0.008 -0.030 -0.012
H -1.019894 -3.619252 4.039446 0.008 0.004 0.012
H -1.934947 -3.893118 2.576996 -0.007 0.002 -0.008
H -2.252383 -1.425443 4.391474 -0.006 0.000 -0.002
H -3.371683 -2.780113 4.271379 -0.003 0.003 0.001
H -3.155546 -1.710004 2.891792 -0.006 0.005 -0.001
H 1.167483 -2.992291 4.592445 0.008 0.003 0.009
H -0.064444 -1.801346 5.014544 -0.007 -0.008 -0.006
H 1.594135 -1.281686 4.717686 0.006 -0.002 -0.005
H 2.128887 -0.750002 2.837864 0.051 -0.071 -0.020
F 6.424408 0.830856 -0.634007 0.072 0.058 0.076
C 5.174089 0.542466 -0.458729 -0.127 -0.105 -0.119
F 5.032070 -0.759120 -0.124154 0.019 0.078 -0.033
F 4.483974 0.736701 -1.597628 0.028 -0.016 0.133
C 4.528356 1.397987 0.656576 -0.227 0.120 -0.030
O 4.991646 2.259898 1.285584 0.097 0.027 -0.018
O 3.174591 0.992770 0.842980 0.080 -0.515 -0.293
```
Forces are in eV/Å.